one.
This record from the Open Molecules 2025 dataset describes a 2-piece molecular cluster, C5H8ClNO overall. The level of theory is ωB97M-V/def2-TZVPD.

Each line ends with the Löwdin charge.
Atoms and positions in Å:
C 0.18 0.29 -1.59  -0.016
C 0.82 1.20 -0.79  -0.849
C 1.94 2.11 -1.32  -0.126
Cl 0.69 1.27 0.86  0.756
H -0.56 -0.44 -1.22  0.043
H 0.44 0.15 -2.64  0.059
H 1.73 2.32 -2.35  0.067
H 2.82 1.49 -1.48  0.074
H 2.10 2.95 -0.68  0.053
C -0.97 -2.46 1.83  -0.060
N -1.43 -1.10 1.56  0.037
C -2.26 -0.38 1.09  -0.394
O -2.87 0.58 0.82  0.119
H 0.08 -2.37 1.59  0.077
H -0.98 -2.45 2.90  0.066
H -1.72 -3.16 1.44  0.095

## Properties
* LUMO energy: 0.64 eV
* HOMO level: -0.3318 hartree
* orbital gap: 9.7 eV
* net charge: 0
* SMILES: C=C(C)Cl.CN=C=O


two.
This record from the Open Molecules 2025 dataset describes C5H8ClNO in the gas phase. The level of theory is ωB97M-V/def2-TZVPD.

Each line ends with the Löwdin charge.
Atoms and positions in Å:
Cl -3.29 -0.17 -0.49  0.625
C -1.94 -0.27 0.66  -0.560
C -0.70 0.68 0.59  -0.250
N 0.10 1.34 -0.38  0.002
C 1.29 0.50 -0.24  -0.256
C 1.24 -0.90 -0.60  -0.190
O 0.32 -1.58 0.32  -0.044
C -0.77 -0.79 0.15  -0.417
H -2.08 -0.35 1.68  0.090
H -0.53 1.05 1.63  0.157
H 0.23 2.38 -0.12  0.156
H 2.05 1.02 -0.68  0.098
H 1.62 0.41 0.77  0.117
H 1.15 -0.94 -1.76  0.160
H 2.20 -1.51 -0.52  0.149
H -0.89 -0.88 -1.01  0.165

## Properties
* LUMO energy: 0.85 eV
* HOMO level: -0.3240 hartree
* orbital gap: 9.7 eV
* net charge: 0
* SMILES: Cl[C@@H]1[C@@H]2NCCO[C@@H]12


Question: of the structures shown, which is the least stable? Reply: two.